The following is a DFT calculation (ωB97M-V/def2-TZVPD) of C32H38Br4NO2PSe2Si3Ta as an isolated structure in a non-equilibrium geometry.

Calculated values
Charge ... +1
Gap between HOMO and LUMO ... 7.203 eV

Positions of all 84 atoms, in Å:
Ta  -0.15128  -0.03914  -0.16098
Br  6.37710  2.13285  0.66699
Br  3.47853  2.32967  2.35293
Br  3.66904  -1.11697  -3.21597
Br  6.45698  0.43139  -2.17350
Se  -2.58628  0.92982  -0.59689
Se  0.36450  2.02110  -2.01887
P  -1.76918  2.06242  -2.29377
Si  -2.05907  -2.14411  1.51117
Si  0.92780  -2.88130  1.27982
Si  -0.92815  -3.19229  -1.24701
O  1.38007  -0.60989  -1.18946
O  1.29937  0.74966  0.86728
N  -1.01172  0.39366  1.92926
C  -1.21161  1.80284  3.82994
C  -3.07795  0.02598  -6.17250
C  -3.97236  0.13454  -5.11376
C  2.57046  -0.02883  -0.89197
C  -2.17306  6.09282  -2.53100
C  -1.98698  0.84127  4.46246
C  2.52886  0.72701  0.27217
C  -3.77998  -2.02315  0.78136
C  -0.74182  1.54479  2.56200
C  -3.82998  3.89643  -2.10895
C  -1.90675  -2.14644  -2.45684
C  -1.90921  -4.72712  -0.83427
C  -1.62555  4.81798  -2.49021
C  3.64994  1.36413  0.75097
C  0.62710  -3.68967  -2.13693
C  -3.53815  6.26724  -2.36216
C  -2.26876  -0.33955  3.79739
C  4.83996  1.27159  0.02314
C  4.87354  0.54719  -1.17433
C  -1.76845  -0.55849  2.52023
C  -1.79082  0.52800  -6.05572
C  -3.57760  0.74128  -3.93318
C  -2.17557  -3.54015  2.74536
C  -0.59773  -2.14968  0.32121
C  -2.28300  1.24677  -3.81768
C  2.62272  -2.76151  0.49126
C  3.72467  -0.10222  -1.63744
C  0.67699  -4.72157  1.55934
C  -2.45721  3.72275  -2.28638
C  -1.38793  1.14062  -4.87700
C  1.11536  -2.02492  2.94151
C  -4.36674  5.17165  -2.14846
H  -0.96614  2.73963  4.30917
H  -0.37927  1.52162  -4.77888
H  2.62817  -2.78792  -0.59705
H  1.24846  -4.37752  -1.55943
H  -2.82454  -1.73795  -2.03195
H  -1.53059  6.94871  -2.68833
H  -0.55867  4.67845  -2.61127
H  -3.92596  -2.73427  -0.03377
H  -3.96100  7.26287  -2.39308
H  -3.00734  -3.33934  3.42606
H  -2.18534  -5.23232  -1.76392
H  -1.32590  -5.42976  -0.23673
H  1.23027  -2.82051  -2.40278
H  -4.04599  -1.03695  0.40880
H  -2.40237  -4.47863  2.23282
H  -1.09591  0.43971  -6.88022
H  1.05613  -5.28464  0.70133
H  0.34837  -4.20014  -3.06341
H  -1.27365  -3.68698  3.33863
H  3.16066  -1.86887  0.81740
H  1.36343  -0.96645  2.82626
H  1.94788  -2.49711  3.47186
H  -5.43028  5.31342  -2.00863
H  -1.30947  -1.30959  -2.84596
H  -2.36145  1.01189  5.46355
H  3.18965  -3.62676  0.84639
H  -0.35037  -5.02854  1.73332
H  -0.12988  2.26240  2.03392
H  -4.97535  -0.26063  -5.20545
H  -4.47400  3.04313  -1.93208
H  1.26923  -5.02163  2.42948
H  -2.17680  -2.75817  -3.32385
H  -2.83176  -4.50780  -0.29330
H  -4.49158  -2.27959  1.57091
H  0.23713  -2.10001  3.58545
H  -4.26814  0.80235  -3.10088
H  -3.38650  -0.45801  -7.08997
H  -2.86780  -1.10713  4.26988


The following is a DFT calculation (ωB97M-V/def2-TZVPD) of C32H38BrN7O7PSSc as an isolated structure in a non-equilibrium geometry.

Calculated values
Charge ... -2
Gap between HOMO and LUMO ... 7.470 eV
Energy relative to the best compared isomer or geometry (same formula, charge and spin) ... 0.505 eV

Positions of all 88 atoms, in Å:
Br  -0.55469  -2.10141  -2.16020
Sc  -0.12866  -0.32597  -0.28448
S  0.29698  -1.95024  1.75927
P  -1.04047  1.58434  2.05466
O  -0.95155  3.37315  -2.62098
O  0.37183  -3.36644  2.00935
O  3.28737  1.54768  1.18746
O  -1.02846  -1.56613  1.08049
O  1.11388  1.30481  0.67255
O  1.26173  -1.50381  0.66032
O  0.47188  -1.11947  2.94514
N  -0.78576  1.28092  -1.48660
N  2.19501  -0.13068  -1.86881
N  4.60614  -0.50451  -1.80201
N  -3.39647  -0.66970  -0.72456
N  -5.96926  -0.73924  -0.76224
N  3.71972  1.56132  -2.76382
N  3.42831  -0.55611  -3.93850
C  -2.44422  3.47040  0.56418
C  -1.77804  5.72984  0.09033
C  -1.32083  3.27009  1.36901
C  -2.47882  1.41256  3.21845
C  -2.57972  0.15234  3.82113
C  2.16895  -0.76084  -3.19482
C  2.44794  1.31338  -2.05763
C  -5.39636  -1.88765  -1.48320
C  4.51753  -1.11096  -3.12753
C  2.65888  2.19077  3.78618
C  -3.66300  -0.16654  4.62824
C  -4.58396  2.01805  4.25802
C  3.31815  -0.71189  -1.10734
C  0.02318  2.28328  4.58706
C  -3.84671  -1.90919  -1.35079
C  -3.91708  0.45615  -1.49930
C  -5.46643  0.49155  -1.39250
C  2.35953  2.53201  5.09708
C  -2.68037  4.68336  -0.06337
C  3.65826  0.88671  -4.05781
C  1.65541  1.89541  2.87430
C  1.03268  2.57719  5.49676
C  -3.48913  2.33971  3.45804
C  4.79255  0.94305  -1.97076
C  2.08944  1.53720  1.45939
C  -5.46612  -0.77218  0.62149
C  0.31239  1.93786  3.26960
C  -3.92300  -0.60801  0.63978
C  -0.64849  5.54168  0.87205
C  -4.67690  0.76294  4.84362
C  -0.85845  2.33096  -2.03961
C  -0.42260  4.32226  1.50541
H  1.62764  1.73281  -2.63797
H  -3.63847  0.35252  1.07235
H  2.47806  1.78598  -1.08453
H  3.35758  -0.24503  -0.13176
H  -5.69972  -1.80956  -2.53132
H  -3.14399  2.65494  0.42031
H  -1.94140  6.67142  -0.41962
H  2.84433  1.32197  -4.64238
H  0.07609  6.34012  0.98091
H  4.80706  1.40590  -0.98443
H  3.13114  -1.77720  -0.98958
H  -5.53138  0.50815  5.45950
H  -5.84224  -2.80212  -1.08290
H  -3.43210  3.33065  3.02699
H  -3.50134  -2.73820  -0.72936
H  4.59989  1.04811  -4.59166
H  5.46236  -0.95581  -3.65751
H  -1.79834  -0.58597  3.63896
H  5.74720  1.11934  -2.47551
H  -1.00709  2.32356  4.91840
H  3.67861  2.13184  3.42973
H  -3.58905  0.31968  -2.53191
H  -5.76470  -1.72602  1.06486
H  4.35186  -2.18446  -3.01140
H  -3.42933  -1.37686  1.23410
H  1.33799  -0.34524  -3.76380
H  -3.45149  1.37760  -1.15306
H  -3.55080  4.79733  -0.69803
H  0.77445  2.83866  6.51689
H  -3.34756  -2.01107  -2.31363
H  -5.95536  0.02109  1.19269
H  0.47366  4.19426  2.10224
H  3.15471  2.75339  5.79999
H  -5.93148  0.59906  -2.37679
H  -5.80175  1.33348  -0.77950
H  -3.72085  -1.15164  5.07672
H  1.99061  -1.82405  -3.06927
H  -5.36144  2.75571  4.42172


The following is a DFT calculation (ωB97M-V/def2-TZVPD) of C32H38Cl3FN8O3SSiZr as an isolated structure in a non-equilibrium geometry.

Calculated values
Charge ... +2
Gap between HOMO and LUMO ... 6.406 eV
Energy relative to the best compared isomer or geometry (same formula, charge and spin) ... 1.524 eV

Positions of all 88 atoms, in Å:
Zr  -0.94297  -2.83748  0.55542
Cl  2.80014  -5.25783  2.29768
Cl  -0.49557  -4.84179  2.20310
Cl  0.95557  -3.91060  -0.56557
S  -0.32628  -1.29212  -2.68378
Si  1.48235  -3.70691  2.15406
F  2.02471  2.98036  -1.87479
O  0.09586  -0.89796  0.46566
O  -1.01625  -1.68544  4.37879
O  -1.65996  -1.97559  2.23884
N  2.98245  -1.89086  0.29504
N  4.42446  6.79119  0.22738
N  -2.53434  -1.40507  -0.44938
N  4.03236  -2.86228  0.17971
N  -0.53225  -2.32815  -5.21078
N  0.83389  1.86688  3.37177
N  -1.25839  -3.66511  -3.69560
N  2.62980  4.94403  0.08072
C  -0.97278  -3.47230  -5.85207
C  -4.32869  -0.38085  0.86638
C  0.17988  0.73519  3.65343
C  -0.99496  -1.37339  3.22105
C  -4.76633  -4.75084  -1.16828
C  -2.10119  -5.40608  -0.96935
C  -5.70300  -2.78155  0.84509
C  0.24767  -0.04520  1.39147
C  2.68742  2.66550  4.82705
C  -6.23200  -1.68979  1.51179
C  1.21392  2.76357  4.48252
C  1.75779  3.38794  1.70913
C  -5.54321  -0.48436  1.52424
C  -4.31374  -5.93673  -1.72625
C  -0.70721  -2.44836  -3.88269
C  -4.48216  -2.70224  0.17652
C  -0.17448  -0.21595  2.72398
C  1.76294  2.71217  -0.58343
C  -2.97807  -6.27879  -1.60395
C  -3.81414  -1.48251  0.20609
C  1.20827  1.50910  -0.27169
C  0.02653  -1.15574  -5.86148
C  -2.51345  -4.17534  -0.43216
C  0.88235  1.21639  1.06036
C  -1.42862  -4.31284  -4.89828
C  1.15991  2.16349  2.05254
C  3.19282  5.23747  -1.23578
C  -3.89334  -3.88753  -0.50648
C  2.04863  3.69718  0.39238
C  3.26953  7.00486  1.18654
C  2.09932  6.14526  0.71082
C  3.91898  6.58488  -1.17216
H  -2.20435  -0.44727  -0.48594
H  5.07518  7.57545  0.27147
H  0.59984  2.46710  5.33022
H  1.47167  6.70209  0.00474
H  -7.17525  -1.78147  2.03037
H  2.92968  1.66746  5.19000
H  1.04881  -0.99619  -5.52307
H  2.61567  -1.59612  -0.60684
H  -6.22740  -3.72771  0.86240
H  -1.85776  -5.29468  -4.96266
H  -5.81319  -4.49073  -1.25031
H  0.01608  -1.32535  -6.93438
H  3.62670  -3.70785  -0.20080
H  -0.92117  -3.57469  -6.91986
H  2.01263  4.09438  2.48210
H  0.90322  3.77633  4.22043
H  -0.07678  0.57277  4.69267
H  3.27083  7.43486  -1.38079
H  4.76667  6.61953  -1.85308
H  0.99623  0.79698  -1.05994
H  3.39154  -1.09552  0.76759
H  -0.57363  -0.28092  -5.61755
H  1.46585  5.90265  1.55872
H  3.89834  4.45235  -1.50496
H  3.63240  6.71801  2.17250
H  3.04029  8.06935  1.18412
H  2.44395  5.30139  -2.03016
H  -5.00413  -6.59345  -2.23782
H  -3.78188  0.55523  0.86736
H  -2.61369  -7.22071  -1.99321
H  4.93708  5.95663  0.51628
H  4.74406  -2.55596  -0.47675
H  3.32742  2.87396  3.97104
H  -1.05994  -5.70547  -0.89117
H  2.92728  3.37686  5.61609
H  -5.94936  0.37246  2.04339
H  -2.60463  -1.71963  -1.41430
H  -1.48248  -4.04000  -2.78355


The following is a DFT calculation (ωB97M-V/def2-TZVPD) of C32H38I2N4OS2SiSn as an isolated structure.

Calculated values
Charge ... -2
Gap between HOMO and LUMO ... 3.923 eV

Positions of all 81 atoms, in Å:
I  -1.94967  5.34816  -1.07556
I  -3.42584  6.01054  4.74395
Sn  0.42563  0.83731  -0.27943
S  2.96051  0.89121  1.22134
S  2.20336  -0.54301  -1.88933
Si  -0.44774  1.60830  -3.04544
O  -0.09723  3.25440  0.26131
N  -2.22388  1.03471  1.55569
N  1.65432  -1.90500  1.26226
N  0.16334  1.21646  2.72877
N  -0.52502  -1.77029  -1.03724
C  5.72567  -1.76916  0.17296
C  -0.74320  3.79679  1.19799
C  1.46213  -1.93441  2.69527
C  -2.26877  5.07347  3.21567
C  -0.29072  0.26262  -4.46109
C  0.21552  -2.46466  -2.06076
C  -1.89559  -1.49562  -1.41893
C  -0.25484  -3.66305  -2.57025
C  2.24298  -2.80215  -3.31288
C  0.91270  -2.95713  0.60480
C  1.48730  -1.99350  -2.44573
C  -2.23269  2.25628  -3.54838
C  -4.43795  -0.24778  2.64003
C  0.75313  2.94266  -3.79717
C  -3.35909  0.93551  0.87551
C  -1.29065  4.15937  3.55996
C  5.04340  -0.60622  0.45814
C  0.50370  -4.44321  -3.42493
C  -4.48911  0.30546  1.36420
C  0.54643  2.58779  2.97005
C  -2.18068  0.53608  2.78631
C  -0.53855  3.54203  2.58865
C  -0.89285  0.70825  3.55886
C  3.70071  -0.61970  0.84289
C  -1.72032  4.78848  0.94067
C  -2.47989  5.41575  1.89573
C  3.04486  -1.86239  0.92063
C  3.75475  -3.02211  0.66581
C  5.08677  -2.99253  0.28619
C  -0.49725  -2.52124  0.21088
C  1.77107  -4.00331  -3.78312
C  -3.26138  -0.12101  3.36454
H  -0.39547  0.69425  -5.45504
H  -1.10060  3.93398  4.60210
H  -2.32355  -0.78329  -0.71825
H  5.52822  0.35763  0.36218
H  0.44228  3.32070  -4.77021
H  3.26017  -3.98354  0.74772
H  1.00224  0.64621  2.75040
H  -3.34409  1.38046  -0.10962
H  0.68037  -0.21788  -4.40948
H  -1.23470  -4.01728  -2.26699
H  1.43252  -3.24091  -0.31069
H  -3.21143  6.16245  1.61767
H  -0.62501  -0.26307  3.99666
H  1.80996  -2.88411  3.14669
H  1.73946  2.49751  -3.90987
H  2.01778  -1.11537  3.14904
H  -3.17932  -0.52822  4.36438
H  0.11896  -5.39242  -3.77715
H  6.76076  -1.72798  -0.14701
H  -5.39130  0.24562  0.77399
H  -1.11140  1.38668  4.40450
H  -0.92828  -1.88513  0.99167
H  0.83275  2.75519  4.03216
H  3.22860  -2.45181  -3.58327
H  0.85900  3.78796  -3.12569
H  -2.36041  2.33455  -4.62667
H  2.38787  -4.61242  -4.43270
H  1.41779  2.77625  2.33767
H  -3.00417  1.58333  -3.17684
H  -2.42881  3.23533  -3.12855
H  -1.03775  -0.52320  -4.37016
H  -2.52868  -2.39877  -1.41575
H  0.83762  -3.85824  1.24416
H  0.40091  -1.82623  2.91567
H  5.61186  -3.91852  0.08138
H  -1.12596  -3.43225  0.12637
H  -1.89876  -1.05230  -2.40928
H  -5.29481  -0.75929  3.06001


The following is a DFT calculation (ωB97M-V/def2-TZVPD) of a 6-piece molecular cluster, C32H38N3O16S overall.

Calculated values
Charge ... +1
Gap between HOMO and LUMO ... 7.524 eV

Positions of all 90 atoms, in Å:
S  -3.83804  -0.99849  -0.05422
O  -2.07223  2.37710  3.01879
O  -1.56850  1.37609  -2.56153
O  -3.34270  5.76552  1.75722
O  -3.81832  4.41984  0.01395
O  -5.16773  -3.36574  -0.11842
O  -3.32096  0.67538  3.67184
O  1.93582  -0.74472  8.68582
O  -1.24091  0.30608  2.91331
O  2.64030  0.36679  -4.30365
O  -3.58157  1.91958  -3.39850
O  2.22341  -1.34531  6.53102
O  -2.73131  -0.07991  -3.81388
O  4.20333  -1.15591  -4.87428
O  -1.97946  5.66357  -0.03433
O  2.09869  -1.79616  -4.37193
O  0.94920  0.41280  7.01982
N  -6.21875  -3.26260  -2.04750
N  0.75987  -0.25952  1.16927
N  -5.48939  -2.09187  -1.87298
C  7.13004  -1.61429  -1.14516
C  -4.89354  -2.19567  -0.73321
C  2.04448  -2.31838  0.02482
C  2.03801  -0.49958  1.52423
C  0.72365  -2.05530  -0.30065
C  4.63123  -0.49782  -0.89978
C  3.09902  -0.88725  -4.54950
C  -1.26843  -0.48121  -0.12210
C  -4.10534  -0.14761  -4.26235
C  0.98739  -1.13014  -3.77685
C  6.67883  -0.72667  -2.11065
C  1.72500  -0.57550  7.53615
C  -1.87890  4.78093  -1.15818
C  -3.39745  2.92175  3.20166
C  -2.14063  1.05493  3.18767
C  -2.54020  1.10524  -3.21136
C  -3.07190  5.33352  0.68491
C  -2.22631  -1.52091  -0.69422
C  -4.46129  1.32433  -4.37551
C  -3.31247  4.30983  -1.32502
C  5.42121  -0.15870  -1.98701
C  5.07461  -1.40289  0.06934
C  1.11729  0.43629  5.60395
C  -4.04786  1.86054  4.06869
C  1.21674  0.31347  -4.16520
C  -5.99747  -3.96323  -0.99568
C  2.73909  -1.52835  0.95041
C  0.07563  -0.97861  0.26369
C  4.18883  -1.77046  1.24866
C  1.57430  -0.98277  5.31537
C  6.34869  -1.96755  -0.04728
C  6.90535  -2.91004  0.98333
H  0.73555  -1.66018  5.14307
H  -3.89455  4.96714  -1.97153
H  1.02639  -1.25918  -2.69379
H  2.55990  -3.13906  -0.46089
H  8.11471  -2.05256  -1.24343
H  2.46898  0.15934  2.26441
H  -5.10641  1.72303  3.87387
H  -6.37881  -4.93599  -0.73851
H  0.18065  0.69346  5.11769
H  -1.71119  0.02544  0.73414
H  6.19814  -3.68431  1.27754
H  7.79358  -3.40270  0.59698
H  7.30632  -0.49461  -2.95919
H  -2.00933  -2.53749  -0.37091
H  0.75910  0.55714  -5.12605
H  0.04903  -1.52797  -4.15596
H  7.19707  -2.36358  1.88212
H  4.31409  -2.82557  1.49487
H  0.87672  1.02439  -3.41863
H  5.04713  0.52894  -2.73193
H  -3.40132  3.28438  -1.67349
H  3.64857  -0.05211  -0.81828
H  -3.33789  3.89912  3.66783
H  -1.20096  3.96456  -0.90164
H  -4.15834  -0.68726  -5.20269
H  -2.27245  -1.50715  -1.78005
H  0.26473  0.49633  1.63337
H  -3.89162  2.02343  5.13461
H  -5.49277  1.54805  -4.12389
H  -4.22059  1.74466  -5.35171
H  4.47051  -1.20981  2.14340
H  -3.87154  3.01988  2.22606
H  2.27766  -1.05895  4.48814
H  1.87668  1.18052  5.35244
H  -1.07787  0.26985  -0.89019
H  -4.69006  -0.66895  -3.50293
H  -1.48871  5.31936  -2.01635
H  0.22055  -2.67196  -1.03149


HOMO energy list, top to bottom, in eV: -10.91; -3.17; -11.64; -0.41; -11.26